# C7H14CuN2O5

A structure of composition C7H14CuN2O5 (the ωB97M-V functional and the def2-TZVPD basis, OMol25).

Lowest unoccupied orbital energy = 2.363 eV
Max |F| = 1.3 eV/Å
Highest occupied orbital energy = -0.0632 Ha
2S+1 = 1
Total charge = -1
E_tot = -65342.95502 eV
Orbital gap = 4.08 eV

Positions of all 29 atoms, in Å:
Cu1 -0.65286 0.49511 -2.04144
C1 0.20461 1.40747 -4.16545
O1 0.73088 0.37251 -3.56672
O2 0.82128 2.12392 -5.00797
O3 -1.04814 1.66683 -3.86082
C2 0.51667 -2.21500 -0.46510
O4 0.75106 -1.31437 -1.22540
N1 1.43253 -3.14131 -0.08008
C3 2.66357 -3.23827 -0.83602
C4 1.13028 -4.18810 0.86524
H1 -0.40353 -2.26075 0.14254
H2 2.82643 -2.33902 -1.43247
H3 2.66062 -4.09550 -1.50692
H4 3.53000 -3.13011 -0.17474
H5 1.19623 -5.19384 0.44224
H6 1.87671 -4.17495 1.66518
H7 0.14166 -3.96971 1.26467
C5 -0.78440 2.79280 0.35723
O5 -0.45287 1.79686 -0.24434
N2 -1.55191 2.77886 1.48633
C6 -2.31041 1.63520 1.89924
C7 -1.36624 3.90849 2.39613
H8 -0.50138 3.81149 0.05839
H9 -2.12828 1.30816 2.92905
H10 -2.03716 0.75708 1.31685
H11 -3.38341 1.83111 1.83520
H12 -1.53146 3.63301 3.43760
H13 -0.32337 4.22624 2.46837
H14 -2.00711 4.71579 2.04322